[1]
{"formula": "C7H8FP", "method": "ωB97M-V/def2-TZVPD", "gap_ha": [0.27305, 0.27306], "mol_weight_g_mol": 142.11, "lumo_ha": [-0.015, -0.015], "fmax_ha_per_bohr": 0.0759, "charge": 0, "species": ["C", "C", "C", "C", "C", "C", "C", "F", "P", "H", "H", "H", "H", "H", "H", "H", "H"], "coordinates": [[1.995, -0.710, 1.255], [0.699, -1.243, 1.595], [2.202, -0.138, -0.001], [-0.258, -1.193, 0.624], [1.168, 0.006, -0.920], [-0.114, -0.524, -0.644], [-2.467, 1.725, -0.195], [-0.868, 0.586, -2.815], [-1.577, -0.318, -1.645], [2.918, -0.988, 1.870], [0.389, -1.669, 2.579], [3.304, 0.112, -0.136], [-1.327, -1.518, 0.850], [1.404, 0.359, -1.947], [-2.958, 2.007, -1.166], [-1.416, 2.088, 0.074], [-3.092, 1.418, 0.623]], "forces_ev_per_a": [[-0.052, -1.616, 0.693], [1.154, 0.330, 0.167], [1.626, -0.338, 1.345], [-2.768, 0.863, -1.101], [-0.305, -0.452, -1.361], [1.819, -0.258, 1.901], [2.330, -1.580, -2.701], [-0.577, -0.290, 0.471], [-0.433, 2.068, 0.847], [-1.579, 0.849, -0.587], [0.832, 0.309, -0.884], [-1.780, 0.024, -0.616], [1.537, 0.131, -0.096], [-0.344, 0.098, 0.978], [0.587, 0.367, 1.473], [-1.855, -0.274, -0.616], [-0.192, -0.233, 0.088]], "lowdin_charge": [-0.0944, -0.0990, -0.1179, -0.1595, -0.1093, -0.4921, -0.0504, -0.3876, 0.9743, 0.1188, 0.1126, 0.1223, 0.1124, 0.1075, -0.0212, 0.0176, -0.0341]}

[2]
{"formula": "C7H8FeO4", "method": "ωB97M-V/def2-TZVPD", "gap_ha": [0.37475, 0.29727], "mol_weight_g_mol": 211.98, "lumo_ha": [-0.340, -0.418], "fmax_ha_per_bohr": 0.1888, "charge": 2, "multiplicity": 5, "species": ["O", "C", "Fe", "C", "C", "O", "O", "C", "C", "C", "O", "C", "H", "H", "H", "H", "H", "H", "H", "H"], "coordinates": [[3.569, -1.072, -3.498], [2.974, -0.839, -2.554], [1.533, -0.473, -0.535], [1.806, 1.397, -0.764], [2.940, -0.882, 0.610], [1.510, 2.520, -0.916], [3.585, -1.456, 1.390], [-1.990, 0.620, -0.222], [-1.970, 0.346, 1.330], [-0.524, -0.076, 1.583], [-0.103, -0.728, 0.291], [-1.177, -0.558, -0.758], [-2.996, 0.752, -0.650], [-1.455, 1.572, -0.416], [-2.674, -0.481, 1.531], [-2.307, 1.201, 1.933], [0.098, 0.815, 1.775], [-0.322, -0.764, 2.416], [-1.798, -1.467, -0.798], [-0.698, -0.429, -1.747]], "forces_ev_per_a": [[-1.810, 0.817, 3.025], [1.366, -0.972, -2.792], [-1.136, -1.519, -2.463], [-2.118, 9.153, -1.348], [5.684, -4.551, 6.424], [2.013, -6.060, 0.899], [-3.002, 3.209, -3.904], [0.675, 0.741, 0.647], [-0.566, -0.613, -0.917], [-0.317, 0.696, 0.729], [-0.782, 0.010, -0.097], [-1.289, 0.113, 0.325], [0.406, -0.473, 0.196], [-0.206, -0.402, 0.011], [0.385, 0.226, 0.083], [0.393, -0.187, -0.256], [0.004, -0.273, -0.478], [-0.333, -0.138, -0.581], [0.571, 0.109, 0.170], [0.064, 0.116, 0.327]], "lowdin_spin": [0.0076, 0.0407, 3.5842, 0.0537, 0.0552, 0.0230, 0.0312, 0.0030, 0.0032, 0.0129, 0.1456, 0.0249, 0.0005, 0.0004, 0.0003, 0.0001, 0.0024, 0.0005, 0.0031, 0.0073]}

[3]
{"formula": "C7H8IN2O2", "method": "ωB97M-V/def2-TZVPD", "gap_ha": 0.32528, "mol_weight_g_mol": 279.06, "lumo_ha": -0.189, "fmax_ha_per_bohr": 0.0141, "charge": 1, "smiles": "CC(=O)OCc1cc[n+](I)nc1", "species": ["C", "C", "O", "O", "C", "C", "C", "C", "N", "I", "N", "C", "H", "H", "H", "H", "H", "H", "H", "H"], "coordinates": [[3.213, 0.720, 0.395], [2.296, -0.281, -0.237], [2.200, -0.506, -1.408], [1.551, -0.986, 0.693], [0.363, -1.549, 0.194], [-0.760, -0.560, 0.073], [-1.953, -0.898, -0.532], [-2.941, 0.066, -0.607], [-2.717, 1.284, -0.121], [-4.162, 2.749, -0.261], [-1.600, 1.653, 0.469], [-0.654, 0.750, 0.573], [3.341, 1.543, -0.305], [2.845, 1.070, 1.357], [4.186, 0.245, 0.535], [0.522, -2.018, -0.782], [0.057, -2.344, 0.879], [-2.124, -1.882, -0.949], [-3.908, -0.127, -1.052], [0.244, 1.070, 1.085]], "forces_ev_per_a": [[0.048, -0.173, -0.095], [0.197, -0.317, -0.209], [-0.253, 0.218, 0.161], [-0.226, 0.669, 0.164], [0.010, -0.625, -0.224], [0.055, 0.119, 0.009], [0.103, 0.039, 0.062], [-0.050, -0.209, -0.090], [-0.047, 0.128, 0.037], [0.054, -0.031, 0.018], [-0.137, -0.012, -0.020], [0.178, -0.197, 0.009], [0.026, -0.004, 0.054], [0.039, -0.046, 0.000], [-0.028, 0.045, 0.068], [0.047, 0.083, 0.008], [0.076, 0.088, 0.078], [-0.045, 0.027, 0.006], [0.014, 0.112, -0.006], [-0.059, 0.086, -0.030]], "lowdin_charge": [0.0358, -0.5066, 0.1411, -0.0118, -0.1243, -0.0945, 0.0573, -0.0956, -0.5324, 1.0478, 0.0674, 0.0022, 0.1007, 0.0875, 0.1073, 0.1479, 0.1598, 0.1483, 0.1228, 0.1396]}

[4]
{"formula": "C7H8INO2", "method": "ωB97M-V/def2-TZVPD", "gap_ha": 0.30672, "mol_weight_g_mol": 265.05, "lumo_ha": 0.010, "fmax_ha_per_bohr": 0.0825, "charge": 0, "species": ["C", "C", "C", "C", "C", "C", "C", "N", "O", "O", "I", "H", "H", "H", "H", "H", "H", "H", "H"], "coordinates": [[0.454, -0.277, -0.176], [1.050, -0.246, 1.139], [-0.297, 0.831, -0.521], [0.589, 0.769, 1.904], [-2.706, 1.565, 0.935], [2.160, -1.134, 1.694], [-1.251, 0.994, -1.642], [-0.398, 1.806, 0.556], [-2.604, 0.376, 0.847], [-1.671, 2.374, 0.925], [1.055, 1.732, 3.649], [0.580, -1.006, -0.865], [-3.617, 2.130, 0.973], [1.963, -2.156, 1.730], [3.122, -0.968, 1.324], [2.192, -0.860, 2.698], [-2.221, 1.150, -1.306], [-1.012, 1.942, -2.034], [-1.147, 0.288, -2.378]], "forces_ev_per_a": [[-0.772, 3.804, 0.890], [0.240, 0.740, 0.584], [-1.363, -0.934, 3.159], [-2.029, 1.574, -2.904], [0.301, -1.931, -0.012], [-1.866, 1.234, -0.183], [1.908, 1.575, 1.167], [2.694, -2.634, 1.945], [-0.784, -0.222, 0.300], [1.958, 0.832, -0.932], [-0.093, -0.205, -0.465], [0.717, -2.288, -1.907], [-0.696, 0.456, 0.292], [-0.589, -1.812, -0.529], [1.359, 0.424, -1.124], [0.385, 0.393, 1.961], [-1.808, -0.476, 0.502], [0.405, 1.304, -1.123], [0.034, -1.834, -1.620]], "lowdin_charge": [-0.0047, -0.3297, -0.2652, -0.5740, -0.3716, -0.0359, -0.0125, 0.0587, 0.0893, -0.0162, 0.8948, 0.0773, 0.1430, 0.0651, 0.0704, 0.0121, 0.0501, 0.0812, 0.0678]}

[5]
{"formula": "C7H8N2", "method": "ωB97M-V/def2-TZVPD", "gap_ha": 0.34693, "mol_weight_g_mol": 120.16, "lumo_ha": -0.011, "fmax_ha_per_bohr": 0.2122, "charge": 0, "species": ["C", "C", "C", "C", "C", "C", "C", "H", "H", "H", "H", "H", "H", "H", "H", "N", "N"], "coordinates": [[-0.191, -0.262, 2.485], [-0.769, -0.889, 1.017], [0.306, -1.404, -0.116], [0.618, 0.020, -0.868], [0.974, 0.576, -1.931], [0.179, 1.910, -2.126], [-0.361, 0.859, -0.276], [-1.121, 0.127, 2.928], [0.680, 0.408, 2.184], [0.172, -1.306, 3.136], [-1.574, -1.466, 1.111], [-0.164, -2.241, -1.193], [1.219, -1.847, 0.440], [1.788, 0.626, -2.869], [0.147, 2.353, -3.269], [-0.673, 2.094, -1.208], [-1.230, 0.442, 0.555]], "forces_ev_per_a": [[0.959, -5.302, -0.978], [4.517, 4.431, -0.293], [0.571, -0.161, -1.432], [-1.578, -5.531, 5.072], [4.486, 5.101, -8.538], [-0.039, -1.557, -2.251], [-4.369, 3.239, -1.064], [0.961, 0.363, 0.024], [-1.426, -0.748, 0.980], [-0.763, 3.339, -1.545], [-3.025, -2.641, 0.719], [1.381, 2.546, 3.944], [-1.481, 0.379, -1.401], [-2.021, -1.705, 2.821], [0.160, -0.487, 3.301], [0.736, -1.125, 1.896], [0.931, -0.142, -1.256]], "lowdin_charge": [-0.0440, -0.3007, -0.0277, -0.2418, -0.0660, -0.1813, -0.3172, 0.0537, 0.0813, 0.1262, 0.0638, 0.2149, 0.0972, 0.1595, 0.1513, 0.1098, 0.1209]}

[6]
{"formula": "C7H8N2O", "method": "ωB97M-V/def2-TZVPD", "gap_ha": 0.36456, "mol_weight_g_mol": 136.15, "lumo_ha": 0.012, "fmax_ha_per_bohr": 0.2593, "charge": 0, "smiles": "Cc1ncccc1C(N)=O", "species": ["C", "C", "N", "C", "C", "C", "C", "C", "N", "O", "H", "H", "H", "H", "H", "H", "H", "H"], "coordinates": [[1.162, -1.976, -0.201], [0.738, -0.640, 0.393], [1.325, -0.408, 1.635], [1.000, 0.667, 2.175], [0.055, 1.676, 1.761], [-0.459, 1.361, 0.496], [-0.223, 0.175, -0.220], [-0.847, -0.160, -1.447], [-2.008, 0.495, -1.678], [-0.325, -0.787, -2.388], [1.931, -2.451, 0.325], [0.500, -2.552, -0.269], [1.744, -2.162, -1.056], [1.326, 0.757, 3.212], [-0.208, 2.573, 2.265], [-1.120, 2.205, 0.251], [-2.756, 0.198, -2.267], [-2.593, 0.499, -0.796]], "forces_ev_per_a": [[8.737, 7.860, 1.478], [1.290, -1.544, -0.434], [-0.346, -2.763, -4.343], [-2.121, 4.664, 4.460], [1.608, -3.553, -2.678], [-1.293, 2.476, 1.699], [2.448, 0.424, 3.650], [0.705, -1.236, -5.319], [-3.645, 0.795, 3.497], [-0.386, 0.386, 2.014], [0.711, -0.413, 2.587], [-10.304, -8.411, -0.928], [0.066, 1.570, -2.477], [0.517, 0.278, -0.009], [0.099, 0.347, 0.454], [-0.126, -0.934, -1.155], [0.721, -0.761, -1.764], [1.319, 0.814, -0.734]], "lowdin_charge": [0.0025, -0.1352, 0.1171, -0.1977, -0.0142, -0.0283, -0.1175, -0.5047, 0.1451, 0.0625, 0.0738, -0.0345, 0.0890, 0.1060, 0.0900, 0.1166, 0.0995, 0.1301]}

no.,electronic energy (a.u.)
1,-712.67003
2,-1835.46144
3,-828.93288
4,-774.28273
5,-380.81034
6,-456.20062